Formula: C7H12
Source: the OMol25 dataset
Level of theory: ωB97M-V with the def2-TZVPD basis set

Calculated values
energy relative to the best compared isomer or geometry (same formula, charge and spin) = 2.021 eV
SMILES = C=C/C=C\C.C=C

Geometry as XYZ:
```
19
Properties=species:S:1:pos:R:3:forces:R:3
C 1.039 -1.599 0.463 -0.100 -0.002 -0.105
C 0.468 -1.771 -0.733 0.050 -0.032 0.138
C -0.617 -0.989 -1.348 -0.116 0.079 0.047
C -1.600 -0.296 -0.756 0.109 -0.060 -0.089
C -1.845 -0.119 0.713 0.017 -0.026 0.047
H 0.754 -0.801 1.141 -0.021 -0.139 -0.137
H 1.845 -2.254 0.787 -0.141 0.090 -0.062
H 0.855 -2.572 -1.364 -0.045 0.102 0.092
H -0.622 -1.014 -2.438 -0.027 -0.010 0.146
H -2.310 0.197 -1.419 0.125 -0.054 0.082
H -2.887 0.159 0.904 0.167 -0.069 -0.040
H -1.618 -1.031 1.277 0.014 0.113 -0.092
H -1.211 0.683 1.114 -0.097 -0.118 -0.046
C 1.127 1.886 -0.367 0.068 0.014 0.169
C 1.457 1.921 0.919 -0.018 0.017 -0.164
H 1.388 1.040 -0.998 -0.022 0.132 0.116
H 0.575 2.696 -0.840 0.074 -0.099 0.095
H 2.011 1.107 1.382 -0.065 0.144 -0.082
H 1.190 2.755 1.563 0.028 -0.081 -0.117
```
Forces are in eV/Å.